ORCA calculation (the ωB97M-V functional and the def2-TZVPD basis) on a structure of composition C58H46HfN11P.

Values from the calculation:
Total charge: +2
Energy above the lowest of the compared OMol25 structures with the same formula, charge and spin, eV: 0.000
Frontier orbital gap, Eh: 0.215

```
117
Properties=species:S:1:pos:R:3:mulliken_charge:R:1
Hf -0.1884 0.1487 -0.1112 3.163
C -1.2043 7.7412 -1.9037 -0.521
C -1.2485 6.8556 -2.9707 -0.931
C -1.1314 5.4920 -2.7488 -0.141
C -0.9690 4.9990 -1.4571 0.063
C -0.9471 5.8943 -0.3901 0.226
C -1.0572 7.2586 -0.6113 -1.088
C -0.8566 3.5345 -1.2083 1.399
C -1.8626 2.9188 -0.4726 0.102
C -3.0603 3.5824 -0.0672 -1.794
C -3.7882 2.6910 0.6430 -1.829
C -3.0425 1.4715 0.6832 0.612
C -3.5084 0.3183 1.3125 1.123
C -4.7100 0.4349 2.1836 -0.080
C -5.8810 -0.2600 1.8937 -0.206
C -6.9863 -0.1460 2.7235 -0.911
C -6.9320 0.6603 3.8510 -0.484
C -5.7732 1.3670 4.1405 -1.134
C -4.6706 1.2580 3.3074 -0.083
C -2.9201 -0.9282 1.1531 0.227
N -1.8487 -1.1918 0.3211 -0.220
C -1.7217 -2.5709 0.3068 -0.318
C -0.9494 -3.2952 -0.5900 1.720
C -1.0081 -4.7839 -0.5205 -0.657
C -1.8316 -5.4994 -1.3828 0.127
C -1.8954 -6.8824 -1.3003 -0.855
C -1.1385 -7.5597 -0.3549 -0.472
C -0.3135 -6.8509 0.5060 -0.860
C -0.2487 -5.4676 0.4227 0.268
C -0.2143 -2.6989 -1.6082 0.344
C 0.3543 -3.4312 -2.6952 -1.967
C 0.9368 -2.5273 -3.5138 -1.459
C 0.7648 -1.2356 -2.9181 0.596
N 0.0419 -1.3497 -1.7447 -0.101
C 1.3529 -0.0826 -3.4203 1.151
C 1.1886 1.1734 -2.8381 0.513
C 1.7348 2.3893 -3.3561 -2.022
C 1.1340 3.4120 -2.7004 -1.364
C 0.1851 2.8337 -1.8037 -0.042
N 0.2988 1.4538 -1.8181 -0.369
C 2.1357 -0.1665 -4.6857 0.191
C 1.4983 -0.5221 -5.8714 -0.153
C 2.2080 -0.5785 -7.0613 -0.968
C 3.5618 -0.2767 -7.0789 -0.611
C 4.2026 0.0858 -5.9028 -1.094
C 3.4936 0.1422 -4.7132 0.020
C -2.6407 -3.1538 1.2357 -1.365
C -3.3797 -2.1439 1.7531 -1.429
N -1.8572 1.6140 -0.0144 0.408
H -1.2965 8.8042 -2.0779 0.418
H -1.3823 7.2260 -3.9774 0.422
H -1.1815 4.8021 -3.5822 0.528
H -0.8594 5.5191 0.6214 0.503
H -1.0381 7.9437 0.2252 0.435
H -3.3254 4.5911 -0.3327 0.625
H -4.7658 2.8279 1.0706 0.643
H -5.9308 -0.8770 1.0058 0.530
H -7.8948 -0.6809 2.4837 0.422
H -7.7947 0.7472 4.4964 0.427
H -5.7348 2.0118 5.0081 0.427
H -3.7739 1.8314 3.5146 0.743
H -2.4269 -4.9714 -2.1180 0.516
H -2.5410 -7.4301 -1.9728 0.427
H -1.1893 -8.6377 -0.2918 0.412
H 0.2836 -7.3751 1.2394 0.434
H 0.4084 -4.9160 1.0846 0.448
H 0.2915 -4.4984 -2.8235 0.571
H 1.4521 -2.7173 -4.4398 0.631
H 2.4401 2.4557 -4.1646 0.702
H 1.2623 4.4668 -2.8688 0.852
H 0.4386 -0.7447 -5.8631 0.547
H 1.7002 -0.8526 -7.9754 0.445
H 4.1140 -0.3196 -8.0072 0.425
H 5.2571 0.3259 -5.9141 0.429
H 3.9946 0.4236 -3.7951 0.600
H -2.7443 -4.2108 1.4171 0.625
H -4.1991 -2.2189 2.4465 0.766
C 4.1856 -1.5685 3.4174 -0.872
N 2.9062 -1.5437 2.7170 0.161
C 1.9136 -2.4653 2.9061 -1.476
C 0.9094 -2.1256 2.0569 -0.909
N 1.2815 -1.0215 1.3304 1.121
C 2.4982 -0.6816 1.7614 -0.415
P 3.6339 0.6020 1.1519 -1.059
C 4.0461 -0.2133 -0.3935 0.526
N 3.1989 -0.9495 -1.0860 0.564
C 3.9588 -1.6732 -1.9505 -0.710
C 5.2826 -1.3642 -1.7808 -0.896
N 5.3393 -0.4426 -0.7829 0.219
C 6.5567 0.2010 -0.3137 -0.886
C 2.4282 1.9400 0.8688 -0.140
N 1.1080 1.8269 1.0224 0.412
C 0.6384 3.0707 1.3371 -0.903
C 1.6755 3.9539 1.3381 -1.321
N 2.7975 3.2296 1.0563 0.307
C 4.1393 3.7782 0.9285 -0.837
H 4.0122 -1.8958 4.4393 0.368
H 4.8699 -2.2577 2.9258 0.302
H 4.6145 -0.5703 3.4305 0.352
H 2.0032 -3.2589 3.6249 0.559
H -0.0531 -2.5869 1.9445 0.918
H 3.5263 -2.3641 -2.6504 0.567
H 6.1677 -1.7102 -2.2842 0.521
H 6.9966 0.7959 -1.1121 0.335
H 6.3200 0.8499 0.5263 0.283
H 7.2697 -0.5533 0.0139 0.355
H -0.4032 3.2462 1.5354 1.074
H 1.7107 5.0150 1.5066 0.578
H 4.2359 4.6351 1.5904 0.370
H 4.8661 3.0234 1.2242 0.360
H 4.3217 4.0820 -0.1007 0.302
C -1.4313 0.0688 4.9990 -1.606
C -1.0616 0.2994 3.6101 0.695
N -0.7854 0.4610 2.5096 0.031
H -1.6171 -0.9941 5.1458 0.312
H -2.3396 0.6220 5.2306 0.334
H -0.6274 0.3927 5.6569 0.427
```